1.
Computed, not measured: a cluster of 11 separate species, C20H48Cl2F12N5O10 in total at a distorted geometry, with ωB97M-V with the def2-TZVPD basis set.

Results
Total energy (eV): -107070.97084
HOMO level (eV): -16.319
ΔE to the lowest compared entry with this formula, charge and spin (kJ/mol): 249.21
Kohn-Sham gap (eV): 6.54
Total charge: +3
Max |F| (eV Å⁻¹): 4.43
M (u): 817.51

Atoms and positions in Å:
N  0.91  -3.11  1.81
H  1.75  -3.66  1.76
H  0.04  -3.55  1.55
H  1.05  -2.32  1.19
H  0.79  -2.66  2.70
N  2.77  -0.16  3.02
H  3.43  0.56  2.75
H  2.16  -0.31  2.23
H  2.33  0.33  3.79
H  3.25  -0.99  3.31
N  4.27  0.00  -0.15
H  4.54  0.13  -1.12
H  4.55  0.79  0.41
H  4.87  -0.74  0.19
H  3.28  -0.18  -0.07
N  2.39  3.08  0.20
H  2.59  2.55  -0.63
H  3.05  2.92  0.95
H  1.50  2.76  0.54
H  2.33  4.09  0.08
N  -0.39  2.25  3.65
H  -0.71  1.31  3.83
H  -0.28  2.40  2.65
H  0.44  2.48  4.18
H  -1.16  2.84  3.91
O  -0.05  2.22  0.90
C  -0.47  0.96  0.43
C  0.52  -0.12  -0.15
O  1.56  -0.61  0.65
H  -1.26  1.14  -0.30
H  -0.97  0.44  1.25
H  0.97  0.36  -1.02
H  0.03  -0.98  -0.61
C  0.36  1.61  -4.49
C  1.39  2.11  -3.47
O  2.55  2.65  -4.10
C  3.72  2.75  -3.42
O  3.88  2.36  -2.28
C  4.83  3.51  -4.24
F  6.00  2.86  -4.15
F  4.49  3.80  -5.54
F  5.05  4.69  -3.73
H  0.82  0.83  -5.10
H  0.08  2.39  -5.19
H  -0.51  1.10  -4.09
H  1.70  1.17  -3.02
H  0.91  2.80  -2.78
C  -3.00  -2.54  -1.50
C  -3.55  -2.19  -0.15
O  -3.83  -3.45  0.51
C  -2.85  -4.20  1.24
O  -1.66  -3.97  1.11
C  -3.41  -5.27  2.24
F  -3.45  -6.37  1.53
F  -2.70  -5.31  3.37
F  -4.67  -4.94  2.56
H  -2.86  -1.60  -2.04
H  -3.58  -3.24  -2.10
H  -1.98  -2.90  -1.36
H  -4.44  -1.60  -0.33
H  -2.88  -1.59  0.47
C  -4.41  -0.22  7.83
C  -4.78  -0.92  6.53
O  -4.45  -0.10  5.49
C  -4.57  -0.47  4.23
O  -4.90  -1.62  3.85
C  -4.14  0.71  3.30
F  -3.71  0.24  2.09
F  -5.18  1.51  3.15
F  -3.17  1.44  3.87
H  -4.55  -1.01  8.57
H  -5.07  0.59  8.14
H  -3.34  -0.01  7.86
H  -5.87  -0.92  6.59
H  -4.43  -1.95  6.47
C  1.63  -3.31  -2.38
C  0.80  -2.65  -3.45
O  1.53  -2.62  -4.68
C  2.57  -1.76  -4.86
O  2.94  -0.83  -4.12
C  3.31  -1.99  -6.20
F  2.63  -2.81  -7.03
F  3.53  -0.85  -6.81
F  4.56  -2.54  -6.05
H  0.97  -3.84  -1.70
H  2.33  -2.58  -1.97
H  2.28  -4.10  -2.77
H  0.53  -1.62  -3.19
H  -0.16  -3.14  -3.60
Cl  0.85  5.33  -2.37
C  -0.45  5.17  -1.21
C  -1.46  4.19  -1.76
Cl  -2.11  4.72  -3.33
H  -0.86  6.14  -0.91
H  0.00  4.70  -0.33
H  -2.36  4.18  -1.14
H  -0.98  3.22  -1.89

Charge distribution, Mulliken scheme, values in e: -0.105 0.432 0.477 -0.164 0.410 -0.274 0.317 0.163 0.358 0.407 -0.156 0.297 0.353 0.420 -0.222 0.257 0.004 0.380 -0.053 0.454 -0.211 0.329 0.044 0.383 0.434 -1.148 -0.397 1.249 -0.522 0.416 -0.122 -1.030 0.077 -1.504 1.523 -0.302 0.497 -0.658 0.787 -0.220 -0.212 -0.230 0.292 0.435 0.349 -0.317 -0.521 -0.971 0.191 -0.303 0.390 -0.810 0.780 -0.207 -0.223 -0.204 0.394 0.375 0.041 0.382 -0.041 -1.187 -0.252 -0.199 0.278 -0.572 0.869 -0.173 -0.232 -0.256 0.385 0.327 0.324 0.287 0.375 -0.901 0.173 -0.329 0.396 -0.560 0.796 -0.230 -0.205 -0.253 0.232 0.087 0.504 -0.029 0.319 -0.111 0.014 0.146 -0.133 0.448 -0.258 0.394 -0.445

***

2.
Computed, not measured: a structure of composition C33H46CdN3O12PS3, with ωB97M-V with the def2-TZVPD basis set.

Results
Total energy (eV): -110371.70692
HOMO level (eV): -2.773
ΔE to the lowest compared entry with this formula, charge and spin (kJ/mol): 0.00
Kohn-Sham gap (eV): 6.84
Total charge: -2
Max |F| (eV Å⁻¹): 0.63
M (u): 916.33

Atoms and positions in Å:
Cd  0.33  -0.39  -0.66
O  -1.18  1.84  -3.46
S  -1.97  1.85  -2.25
O  -2.59  3.13  -1.94
O  -1.29  1.30  -1.07
C  -3.39  0.77  -2.59
C  -4.55  1.44  -2.97
C  -5.70  0.76  -3.31
C  -5.72  -0.63  -3.27
C  -4.57  -1.31  -2.89
C  -3.41  -0.63  -2.54
S  -2.06  -1.65  -1.95
O  -0.84  -1.10  -2.55
O  -2.38  -3.00  -2.36
O  -2.08  -1.44  -0.50
H  -4.52  2.52  -2.99
H  -6.59  1.31  -3.60
H  -6.61  -1.18  -3.54
H  -4.55  -2.39  -2.86
C  0.42  4.37  -0.26
P  1.30  2.76  0.06
C  2.51  3.39  1.30
C  2.38  2.76  -1.44
C  3.73  2.43  -1.36
C  4.52  2.39  -2.50
C  3.97  2.66  -3.74
C  2.62  2.97  -3.84
C  1.83  3.02  -2.69
H  -0.42  4.20  -0.94
H  1.08  5.14  -0.67
H  0.01  4.71  0.69
H  3.16  4.17  0.90
H  3.11  2.57  1.69
H  1.94  3.81  2.14
H  4.16  2.17  -0.40
H  5.56  2.11  -2.42
H  4.58  2.61  -4.64
H  2.16  3.16  -4.80
H  0.77  3.22  -2.80
C  -3.71  -2.94  1.57
C  -2.50  -3.77  1.86
C  -1.26  -3.16  2.08
C  -0.14  -3.92  2.34
C  -0.23  -5.30  2.36
C  -1.45  -5.94  2.12
C  -2.57  -5.16  1.89
S  1.23  -6.27  2.52
O  0.85  -7.62  2.87
O  2.13  -5.53  3.35
N  1.91  -6.38  1.04
C  2.16  -5.12  0.29
C  1.13  -4.83  -0.80
C  1.17  -3.32  -1.12
O  1.67  -2.93  -2.17
O  0.64  -2.62  -0.19
H  -3.96  -2.31  2.43
H  -4.57  -3.56  1.34
H  -3.52  -2.28  0.72
H  -1.17  -2.09  1.98
H  0.82  -3.44  2.48
H  -1.50  -7.02  2.13
H  -3.53  -5.65  1.70
H  1.43  -7.08  0.49
H  3.16  -5.18  -0.15
H  2.18  -4.32  1.02
H  0.12  -5.05  -0.43
H  1.32  -5.41  -1.69
C  4.15  -1.14  -0.43
C  3.14  -0.79  0.67
C  3.87  -0.24  1.90
O  2.21  0.15  0.24
H  4.81  -1.96  -0.11
H  4.77  -0.26  -0.65
H  3.63  -1.44  -1.33
H  2.65  -1.73  0.97
H  4.48  0.62  1.61
H  4.53  -1.00  2.34
H  3.15  0.09  2.65
C  0.61  -1.20  3.90
N  -0.70  -0.58  3.92
C  -1.46  -0.73  5.14
C  -2.60  0.27  5.17
C  -3.39  0.13  3.88
N  -2.52  0.34  2.75
C  -3.16  0.72  1.50
C  -1.23  -0.13  2.73
O  -0.55  -0.15  1.72
H  1.26  -0.72  4.64
H  1.04  -1.08  2.91
H  0.54  -2.27  4.14
H  -0.79  -0.57  5.99
H  -1.86  -1.75  5.23
H  -2.20  1.29  5.23
H  -3.24  0.09  6.04
H  -4.19  0.87  3.83
H  -3.86  -0.87  3.84
H  -3.67  1.68  1.63
H  -3.88  -0.04  1.18
H  -2.41  0.83  0.72

Charge distribution, natural (NBO) scheme, values in e: 1.763 -0.984 2.430 -1.021 -1.083 -0.335 -0.194 -0.232 -0.232 -0.224 -0.221 2.418 -1.037 -0.995 -1.048 0.242 0.194 0.195 0.241 -0.960 0.910 -0.951 -0.217 -0.230 -0.230 -0.242 -0.205 -0.250 0.257 0.198 0.210 0.203 0.239 0.214 0.211 0.194 0.192 0.202 0.239 -0.644 0.005 -0.134 -0.174 -0.392 -0.201 -0.222 2.333 -0.975 -0.955 -0.862 -0.227 -0.533 0.794 -0.703 -0.887 0.192 0.194 0.282 0.242 0.240 0.225 0.197 0.391 0.199 0.225 0.217 0.202 -0.636 0.109 -0.623 -1.049 0.177 0.179 0.242 0.136 0.179 0.185 0.198 -0.423 -0.467 -0.196 -0.411 -0.196 -0.460 -0.425 0.810 -0.683 0.182 0.273 0.194 0.191 0.179 0.207 0.203 0.198 0.175 0.179 0.188 0.302

***

3.
Computed, not measured: a structure of composition C52H44Cl6FN2O2PTi, with ωB97M-V with the def2-TZVPD basis set.

Results
Total energy (eV): -171975.35229
Multiplicity: 2
HOMO level (alpha / beta) (eV): -2.839 / -5.095
ΔE to the lowest compared entry with this formula, charge and spin (kJ/mol): 121.31
Kohn-Sham gap (alpha / beta) (eV): 5.23 / 7.48
Total charge: -1
Max |F| (eV Å⁻¹): 0.58
M (u): 1039.49

Atoms and positions in Å:
Ti  -0.01  0.81  0.03
Cl  3.91  -1.23  5.82
C  2.88  -1.10  4.42
C  3.14  -0.12  3.48
C  2.31  -0.04  2.38
Cl  2.58  1.21  1.20
C  1.22  -0.90  2.15
O  0.48  -0.81  1.09
C  0.99  -1.85  3.16
Cl  -0.38  -2.90  3.03
C  1.81  -1.96  4.28
H  3.96  0.57  3.60
H  1.59  -2.70  5.03
Cl  -4.09  -1.59  0.38
C  -3.23  -0.79  1.66
C  -3.60  -1.01  2.99
C  -2.90  -0.37  3.99
Cl  -3.39  -0.67  5.64
C  -1.83  0.51  3.74
C  -1.09  1.22  4.72
C  -0.10  2.09  4.28
C  0.20  2.23  2.95
N  -0.44  1.51  1.97
C  -1.48  0.69  2.38
C  -2.18  0.05  1.35
O  -1.76  0.28  0.09
H  -4.41  -1.67  3.22
H  -1.33  1.10  5.77
H  0.45  2.69  4.99
H  0.96  2.92  2.61
C  2.37  3.66  -2.24
C  2.55  4.43  -0.93
C  3.83  3.94  -0.24
C  1.36  4.53  0.03
C  1.52  5.57  0.96
C  0.52  5.96  1.82
C  -0.71  5.32  1.75
C  -0.92  4.26  0.88
C  -2.30  3.63  0.85
C  -3.30  4.50  0.07
C  -2.88  3.40  2.26
C  0.14  3.83  0.04
N  -0.11  2.66  -0.76
C  -0.79  2.90  -1.95
C  -1.00  4.18  -2.50
C  -1.66  4.37  -3.70
C  -2.15  3.29  -4.42
C  -1.97  2.01  -3.92
C  -1.31  1.85  -2.72
F  -1.14  0.58  -2.26
H  3.31  3.69  -2.79
H  1.60  4.10  -2.87
H  2.12  2.63  -2.06
H  2.72  5.48  -1.20
H  4.69  4.21  -0.85
H  3.96  4.38  0.75
H  3.83  2.86  -0.15
H  2.46  6.10  0.97
H  0.68  6.76  2.53
H  -1.51  5.63  2.41
H  -2.23  2.66  0.36
H  -3.45  5.45  0.58
H  -4.27  3.99  0.02
H  -2.97  4.70  -0.94
H  -3.20  4.34  2.71
H  -2.17  2.93  2.93
H  -3.76  2.76  2.19
H  -0.61  5.03  -1.96
H  -1.79  5.38  -4.08
H  -2.67  3.44  -5.36
H  -2.32  1.13  -4.43
C  -0.67  -8.45  -0.43
C  -0.46  -7.70  0.71
C  -0.28  -6.33  0.62
C  -0.31  -5.69  -0.62
C  -0.54  -6.45  -1.76
C  -0.72  -7.82  -1.67
P  0.00  -3.87  -0.61
C  1.80  -3.91  -0.99
C  2.65  -3.44  0.00
C  4.03  -3.45  -0.17
C  4.57  -3.94  -1.35
C  3.73  -4.43  -2.35
C  2.36  -4.42  -2.17
C  -0.81  -3.40  -2.19
C  -0.19  -2.80  -3.28
C  -0.94  -2.37  -4.37
C  -2.31  -2.54  -4.38
C  -2.94  -3.13  -3.29
C  -2.20  -3.54  -2.20
H  -0.82  -9.52  -0.36
H  -0.43  -8.18  1.68
H  -0.12  -5.74  1.52
H  -0.59  -5.96  -2.73
H  -0.90  -8.40  -2.57
H  2.23  -3.04  0.91
H  4.67  -3.07  0.61
H  5.64  -3.94  -1.50
H  4.15  -4.82  -3.27
H  1.72  -4.83  -2.94
H  0.88  -2.62  -3.28
H  -0.44  -1.89  -5.20
H  -2.90  -2.21  -5.23
H  -4.02  -3.24  -3.28
H  -2.70  -3.96  -1.34
Cl  1.63  0.24  -3.07
C  1.33  -0.21  -1.33
H  2.33  -0.40  -0.93
H  0.83  -1.18  -1.39

Results of the Mulliken charge analysis, in e, for atoms 1 through 99: -0.847 -0.270 0.107 -0.818 -0.259 0.099 -0.178 0.635 0.837 -0.186 -0.640 0.497 0.475 -0.270 0.702 -0.396 0.569 -0.333 0.556 -1.604 -1.358 -0.532 1.156 -0.084 0.215 -0.403 0.475 0.490 0.369 0.365 -1.612 0.482 -1.545 0.946 -0.876 -1.604 -0.252 1.141 1.702 -1.674 -2.067 -1.013 1.333 1.179 -1.091 -0.782 -0.790 -0.847 -0.186 0.293 0.507 0.219 0.079 0.534 0.458 0.402 0.321 0.497 0.378 0.339 -0.593 0.312 0.455 0.324 0.516 0.482 0.420 0.426 0.417 0.399 0.507 -0.493 -0.531 -0.417 0.429 -0.340 -0.698 0.631 0.423 0.048 -0.424 -0.563 -0.750 -0.242 0.446 -0.132 -0.761 -0.555 -0.763 -0.756 0.359 0.412 0.286 0.303 0.387 0.031 0.449 0.379 0.403